No. 1
Here is the molecule C4H4BrFO from OMol25. Energies are from the ωB97M-V functional and the def2-TZVPD basis.

```
11
Properties=species:S:1:pos:R:3:forces:R:3
C -2.3226 -0.3793 -0.5522 2.6 2.6 2.0
C 0.3171 -0.3032 0.4393 2.9 2.8 2.6
C -0.8832 0.5472 0.2233 -3.3 -1.2 -3.2
C 0.2461 0.5613 -0.7905 -0.6 -2.4 -1.9
O -2.3171 -1.1323 -1.4385 0.5 -0.5 -0.4
F 0.9690 1.6893 -0.8987 0.7 0.8 0.6
Br -3.9375 0.2406 0.2707 -0.5 0.1 0.2
H 1.0722 0.1437 1.2407 -1.7 -0.7 -1.6
H 0.4207 -1.3595 0.5511 -0.7 -0.6 -0.7
H -1.2508 1.5262 0.6492 0.7 -1.6 0.0
H 0.2525 0.0701 -1.8572 -0.7 0.7 2.3
```
Forces are in eV/Å.

## Properties
frontier orbital gap	10.5	eV
relative energy (zero: lowest compared OMol25 entry of this formula, charge and spin)	120.1	kJ/mol
charge	0



No. 2
Here is the molecule C4H4BrFOS from OMol25. Energies are from the ωB97M-V functional and the def2-TZVPD basis.

```
12
Properties=species:S:1:pos:R:3:forces:R:3
C 0.0212 -0.9865 0.4902 3.0 3.0 2.4
C -1.0031 -1.6087 -0.0792 -4.1 -0.6 -3.7
C 0.4948 0.4645 0.2200 -1.3 -0.6 2.2
C 1.6891 0.3641 -0.7244 0.8 0.4 1.6
O 1.6452 0.5025 -1.9132 -0.3 -0.3 -2.1
F -1.4194 -2.7782 0.4044 0.2 -0.1 -0.1
S -2.0269 -1.0924 -1.4728 2.5 0.8 0.6
Br 3.2614 -0.4791 0.1988 -0.3 0.0 -0.2
H 0.4429 -1.7074 1.2621 0.2 1.6 -0.8
H -0.3438 1.1630 -0.2689 1.9 -1.7 1.1
H 0.9722 0.9409 1.2225 -1.4 -1.1 -2.1
H -1.0423 -0.1899 -2.0407 -1.3 -1.3 0.9
```
Forces are in eV/Å.

## Properties
⟨S²⟩	2.011
frontier orbital gap (spin up / spin down)	5.3 / 5.0	eV
multiplicity	3
charge	0



No. 3
Here is the molecule C4H4BrN from OMol25. Energies are from the ωB97M-V functional and the def2-TZVPD basis.

```
10
Properties=species:S:1:pos:R:3:forces:R:3
C 0.3662 1.5927 0.0541 0.3 -2.8 0.1
C 0.2945 0.2452 0.0101 0.1 -0.3 0.1
C -1.1899 0.5218 -0.0002 -3.1 0.5 -0.4
C 0.7847 -1.1637 -0.0883 5.0 2.1 4.3
N -1.1900 1.7758 -0.0624 -0.6 -0.3 0.3
Br -3.0724 -0.7625 -0.0565 2.6 1.6 0.1
H 1.1376 2.2967 0.3041 -0.1 0.5 -0.2
H 0.7715 -1.7011 0.9353 -0.5 0.9 -1.5
H 1.9010 -1.2003 -0.3357 -1.6 0.0 -0.1
H 0.1968 -1.6046 -0.7604 -2.1 -2.2 -2.7
```
Forces are in eV/Å.

## Properties
frontier orbital gap	8.7	eV
relative energy (zero: lowest compared OMol25 entry of this formula, charge and spin)	374.9	kJ/mol
charge	0



No. 4
Here is a structure of composition C4H4BrN from OMol25. Energies are from the ωB97M-V functional and the def2-TZVPD basis.

```
10
Properties=species:S:1:pos:R:3:forces:R:3
C -1.3842 1.1181 -1.3420 -0.2 -0.7 0.5
C -2.3110 0.3331 -1.2853 0.2 0.4 -0.2
C 0.4889 -0.2154 0.1765 0.0 -0.2 0.2
C 1.2871 -0.9481 1.1827 0.2 0.1 0.1
N -0.4018 1.9574 -1.3083 -0.2 1.9 -1.2
Br 1.0146 1.4490 -0.3100 0.1 -1.1 0.7
H -3.1752 -0.2403 -1.4457 -0.3 -0.4 0.0
H 1.4526 -0.3683 2.0953 0.0 0.0 0.0
H 0.7564 -1.8629 1.4406 0.0 0.0 0.0
H 2.2727 -1.2225 0.7964 0.1 0.0 -0.1
```
Forces are in eV/Å.

## Properties
frontier orbital gap (spin up / spin down)	6.3 / 6.3	eV
relative energy (zero: lowest compared OMol25 entry of this formula, charge and spin)	787.1	kJ/mol
charge	0



No. 5
Here is a structure of composition C4H4CaO12 from OMol25. Energies are from the ωB97M-V functional and the def2-TZVPD basis.

```
21
Properties=species:S:1:pos:R:3:forces:R:3
Ca 21.5584 27.8965 5.4096 0.1 -0.4 0.6
O 24.2084 26.7044 8.5720 3.8 -1.3 3.7
C 23.2339 27.0040 7.8399 -2.5 4.8 -5.8
O 23.2155 28.0138 7.1226 2.2 3.4 -0.5
O 22.3000 26.2816 7.7020 -4.4 -5.7 1.3
H 23.7412 25.9383 8.9134 0.8 -1.2 1.1
O 18.2735 27.0833 8.0171 -1.5 -0.4 1.7
C 19.1862 27.5064 7.1730 1.5 -1.6 -3.7
O 19.8265 28.4867 7.4569 1.7 4.0 2.2
O 19.4212 26.8840 6.1480 -0.5 -2.2 -2.5
H 18.6292 27.7441 8.6159 -1.1 0.3 2.1
O 21.6037 31.5448 3.4132 0.2 0.2 -0.8
C 21.6820 30.3477 4.0100 2.1 -2.6 3.3
O 20.6239 29.9042 4.5036 -2.6 0.3 -0.7
O 22.7362 29.7433 4.2993 1.1 1.1 -1.6
H 20.6483 31.5168 3.5030 -0.9 1.2 -0.4
O 22.9659 25.2729 2.4523 1.1 -1.6 -1.2
C 22.5454 26.1501 3.3598 -1.7 1.3 0.9
O 23.2905 26.6344 4.1734 3.5 0.3 1.6
O 21.3504 26.4731 3.3577 -2.7 -0.2 -1.0
H 22.1672 24.8642 2.1108 -0.2 0.2 -0.2
```
Forces are in eV/Å.

## Properties
frontier orbital gap	7.5	eV
relative energy (zero: lowest compared OMol25 entry of this formula, charge and spin)	246.3	kJ/mol
charge	-2



No. 6
Here is a structure of composition C4H4CdN2O4 from OMol25. Energies are from the ωB97M-V functional and the def2-TZVPD basis.

```
15
Properties=species:S:1:pos:R:3:forces:R:3
O 0.0005 2.8193 -2.6978 0.0 2.8 -1.1
C 0.0005 1.7922 -2.3344 0.0 2.9 -0.6
Cd 0.0000 -0.0013 -1.6673 0.0 0.0 4.4
C 1.5509 -0.8963 -2.3335 2.7 -1.5 -0.7
C -1.5512 -0.8947 -2.3347 -2.7 -1.6 -0.7
O 2.4410 -1.4107 -2.6969 2.3 -1.3 -1.0
O -2.4416 -1.4084 -2.6990 -2.2 -1.3 -1.0
N 0.0000 -1.2284 2.2839 0.0 1.5 -0.3
C 0.0000 -0.0015 1.5853 0.0 0.0 7.0
N 0.0000 1.2257 2.2785 0.0 -1.5 0.1
O 0.0000 0.0000 0.3921 0.0 0.0 -4.6
H 0.0000 -1.2752 3.3177 0.0 0.2 -1.2
H 0.0000 -2.1509 1.7934 0.0 1.6 0.5
H 0.0000 2.1477 1.7973 0.0 -1.5 0.3
H 0.0000 1.2827 3.3155 0.0 -0.3 -1.3
```
Forces are in eV/Å.

## Properties
frontier orbital gap	8.2	eV
relative energy (zero: lowest compared OMol25 entry of this formula, charge and spin)	213.6	kJ/mol
charge	+2



No. 7
Here is a cluster of 4 separate species, C4H4Cl12 in total from OMol25. Energies are from the ωB97M-V functional and the def2-TZVPD basis.

```
20
Properties=species:S:1:pos:R:3:forces:R:3
C -7.2872 0.7476 17.1770 0.2 0.2 -0.6
Cl -8.8790 0.6668 17.9213 0.2 -0.1 0.0
Cl -5.9782 0.8327 18.3368 0.0 0.1 0.3
Cl -7.2110 2.1753 16.0859 -0.1 -0.4 0.3
H -7.0921 -0.1531 16.5950 -0.4 0.3 -0.1
C -5.0506 3.2595 7.8417 0.3 0.2 -0.5
Cl -4.9876 4.7084 6.7683 0.4 -0.6 0.6
Cl -3.5005 2.3209 7.8608 -1.0 0.7 -0.1
Cl -6.4111 2.2853 7.2777 0.2 -0.2 0.3
H -5.2397 3.5874 8.8639 0.1 0.0 -0.3
C -9.9677 1.0522 11.8934 0.8 -0.7 -0.8
Cl -9.1786 -0.4963 12.3903 -0.5 0.8 0.1
Cl -9.7092 1.1621 10.0914 -0.2 0.4 1.1
Cl -9.2961 2.4308 12.8110 -0.5 -0.6 -0.6
H -11.0448 0.9733 12.0407 0.4 0.1 0.2
C -5.7452 2.3489 12.8807 0.0 0.3 1.1
Cl -4.4792 3.5179 13.3841 -0.6 -0.2 -0.2
Cl -5.2918 0.7469 13.4457 0.1 -0.3 -0.2
Cl -6.0654 2.4185 11.1965 0.1 -0.1 -1.2
H -6.7110 2.5760 13.3321 0.5 0.2 0.4
```
Forces are in eV/Å.

## Properties
frontier orbital gap	11.3	eV
relative energy (zero: lowest compared OMol25 entry of this formula, charge and spin)	39.2	kJ/mol
charge	0



No. 8
Here is a structure of composition C4H4Cl2O2S from OMol25. Energies are from the ωB97M-V functional and the def2-TZVPD basis.

```
13
Properties=species:S:1:pos:R:3:forces:R:3
C -0.2925 1.3233 0.2835 -0.3 0.2 -0.2
C -1.5185 1.5008 -0.2018 -0.2 -0.6 0.1
C 0.5284 0.1321 0.1874 0.1 -0.4 -0.2
C 0.6879 -0.6376 -0.8896 0.1 0.1 0.3
O -3.0052 0.4722 -2.1726 0.1 0.3 -0.3
O -3.7880 0.2802 0.1504 -0.2 0.1 0.5
S -2.7151 0.2815 -0.7901 0.2 -1.4 0.1
Cl -2.3756 2.9659 -0.1280 0.0 0.8 0.1
Cl -0.1404 -0.3803 -2.3725 0.4 -0.2 -0.2
H 0.1765 2.1647 0.7808 -0.1 0.1 0.0
H 1.1550 -0.0678 1.0470 0.1 -0.2 0.0
H -2.0777 -0.9578 -0.6427 -0.1 1.1 0.0
H 1.3808 -1.4634 -0.9097 0.0 0.0 0.0
```
Forces are in eV/Å.

## Properties
frontier orbital gap	9.4	eV
relative energy (zero: lowest compared OMol25 entry of this formula, charge and spin)	49.6	kJ/mol
charge	0



No. 9
Here is the molecule C4H4Cl3F from OMol25. Energies are from the ωB97M-V functional and the def2-TZVPD basis.

```
12
Properties=species:S:1:pos:R:3:forces:R:3
C 0.6762 0.8551 -0.1561 1.6 -2.3 0.6
C 0.9086 -0.7391 0.2749 -4.2 2.1 -2.7
C -0.7388 -0.5972 0.6014 1.5 0.4 1.7
C -0.8142 0.5450 -0.4457 2.2 0.2 1.8
H 0.8233 1.4371 0.8131 -0.5 -0.5 -1.5
H 1.6287 -0.6550 1.0061 1.2 -1.0 1.9
H 1.0548 -1.4752 -0.5879 0.0 1.3 1.3
H -0.9642 -0.2695 1.6818 0.6 -0.1 -1.8
F -1.6035 1.5915 -0.1473 -0.9 0.0 -0.5
Cl 1.9064 1.3862 -1.3640 -1.0 0.1 0.4
Cl -1.8551 -1.8904 0.2982 -0.2 -0.9 0.2
Cl -1.0221 -0.1885 -1.9744 -0.5 0.5 -1.5
```
Forces are in eV/Å.

## Properties
frontier orbital gap	11.1	eV
relative energy (zero: lowest compared OMol25 entry of this formula, charge and spin)	108.5	kJ/mol
charge	0



No. 10
Here is a structure of composition C4H4Cl3N2P from OMol25. Energies are from the ωB97M-V functional and the def2-TZVPD basis.

```
14
Properties=species:S:1:pos:R:3:forces:R:3
C -1.9123 -0.6187 0.7515 4.2 -0.9 -0.6
C -0.8311 -1.5824 0.8906 0.3 4.3 0.1
C -1.6274 0.6877 0.4596 2.1 -0.8 0.2
C 1.9980 0.5845 -1.7885 -2.7 0.1 2.2
N 0.4568 -1.2637 0.8323 0.2 0.0 -1.1
N -0.4113 1.1730 0.3279 0.4 1.0 -0.7
P 0.8899 0.2416 0.3000 -0.5 -0.7 -2.0
Cl -1.1714 -3.0829 1.4835 -0.7 -2.0 0.5
Cl -2.9090 1.7610 0.3185 -1.1 1.0 -0.1
Cl 2.2195 0.9389 1.6069 0.4 0.1 0.1
H -2.8684 -0.8347 0.8902 -3.8 -1.5 0.6
H 2.3349 1.6099 -1.6086 0.3 -0.5 0.0
H 2.7032 -0.2114 -1.9795 0.2 0.1 0.2
H 1.1287 0.5971 -2.4845 0.6 -0.2 0.6
```
Forces are in eV/Å.

## Properties
frontier orbital gap	8.4	eV
relative energy (zero: lowest compared OMol25 entry of this formula, charge and spin)	53.5	kJ/mol
charge	0



No. 11
Here is the molecule C4H4ClF from OMol25. Energies are from the ωB97M-V functional and the def2-TZVPD basis.

```
10
Properties=species:S:1:pos:R:3:forces:R:3
C 0.1299 -0.4277 0.6515 -1.1 0.6 0.8
C 1.3748 -0.6390 0.9984 0.9 -0.8 0.7
C -0.1676 0.2363 -0.6111 -2.3 0.1 -1.6
C -1.3284 0.7539 -1.0977 2.2 -0.6 1.9
H 1.7851 -1.0801 1.9028 -0.7 0.1 0.0
H 2.1050 -0.4201 0.2657 0.7 0.3 -0.5
H -1.4522 1.2732 -2.0101 0.3 0.1 -1.0
H -2.1136 0.8688 -0.3976 -0.7 -0.2 0.5
F 0.8996 0.1362 -1.4001 0.5 0.4 -1.0
Cl -1.2327 -0.7016 1.6983 0.2 -0.1 0.0
```
Forces are in eV/Å.

## Properties
frontier orbital gap	9.8	eV
relative energy (zero: lowest compared OMol25 entry of this formula, charge and spin)	18.0	kJ/mol
charge	0



No. 12
Here is the molecule C4H4ClF from OMol25. Energies are from the ωB97M-V functional and the def2-TZVPD basis.

```
10
Properties=species:S:1:pos:R:3:forces:R:3
C -1.5420 0.6983 -0.1219 -6.9 1.5 0.0
C -0.6668 -0.2074 -0.2752 1.6 -2.9 -1.3
C 0.7693 0.0274 0.0111 -0.9 0.6 1.0
C 1.7638 -0.8173 0.0497 -0.6 -3.6 -0.8
H -2.7358 0.5964 -0.1976 3.0 -1.1 -0.3
H -1.2495 -1.1027 -0.6204 1.9 0.1 0.4
H 1.5562 -1.8619 -0.3258 -0.1 1.4 0.1
H 2.6362 -0.8780 0.6468 0.9 1.2 0.2
F 0.9369 1.2577 0.5895 0.4 -0.7 -0.3
Cl -1.4683 2.2875 0.2439 0.6 3.4 0.8
```
Forces are in eV/Å.

## Properties
frontier orbital gap	10.0	eV
relative energy (zero: lowest compared OMol25 entry of this formula, charge and spin)	133.0	kJ/mol
charge	0